No. 1
Molecular formula: C24H18BrMgN5O2
Method: DFT, ωB97M-V/def2-TZVPD

Geometry as XYZ:
```
51
Properties=species:S:1:pos:R:3
Mg -1.015 -0.018 0.297
C 0.619 2.684 -0.707
N -0.624 1.965 -0.481
C -1.741 2.577 -0.714
C -2.981 1.935 -0.475
C -4.295 2.351 -0.697
C -5.105 1.300 -0.262
C -4.236 0.307 0.202
N -2.954 0.675 0.078
C 1.604 2.484 0.421
C 1.167 2.347 1.735
C 2.077 2.143 2.763
C 3.436 2.084 2.490
C 3.881 2.230 1.183
C 2.968 2.423 0.156
H 0.421 3.754 -0.839
H 1.085 2.333 -1.634
H -1.742 3.601 -1.093
H -4.608 3.293 -1.119
H -6.182 1.257 -0.271
H -4.498 -0.652 0.629
H 0.107 2.397 1.955
H 1.723 2.030 3.779
H 4.145 1.924 3.292
H 4.940 2.185 0.959
H 3.320 2.522 -0.865
Br -2.078 -0.965 -3.070
C -2.170 -2.279 -1.712
C -2.803 -3.486 -1.953
C -2.843 -4.404 -0.912
C -2.250 -4.090 0.302
C -1.648 -2.853 0.433
N -1.617 -1.956 -0.560
C -1.020 -2.423 1.769
O -0.722 -3.303 2.556
O -0.866 -1.160 1.893
H -3.251 -3.692 -2.913
H -3.339 -5.355 -1.056
H -2.236 -4.763 1.146
N 6.243 -1.594 -1.215
C 5.136 -1.388 -0.992
C 3.746 -1.119 -0.717
C 2.881 -0.786 -1.755
C 1.566 -0.514 -1.434
N 1.092 -0.563 -0.187
C 1.927 -0.898 0.800
C 3.264 -1.181 0.581
H 3.224 -0.737 -2.778
H 0.852 -0.243 -2.205
H 1.494 -0.943 1.791
H 3.910 -1.437 1.408
```

As for the HOMO energy: -7.700 eV. As for the frontier orbital gap: 6.99 eV. The calculated total energy is -4123.90778 hartree. As for the total charge: 0.

No. 2
Molecular formula: C6H9ClN2O2Ti
Method: DFT, ωB97M-V/def2-TZVPD

Geometry as XYZ:
```
21
Properties=species:S:1:pos:R:3
Ti -30.093 5.949 15.392
N -29.314 9.787 13.145
H -28.722 10.191 13.883
H -28.992 10.196 12.267
H -30.301 9.955 13.322
H -29.060 8.774 13.249
Cl -29.029 6.643 12.940
C -28.537 2.961 12.784
C -27.932 2.026 13.606
C -28.583 0.810 13.847
C -29.730 0.449 13.180
C -30.336 1.435 12.379
C -29.819 2.674 12.245
N -30.285 -0.896 13.222
O -30.000 -1.611 14.153
O -30.939 -1.234 12.262
H -28.002 3.862 12.519
H -26.962 2.115 14.076
H -28.043 0.008 14.342
H -31.204 1.169 11.783
H -30.240 3.493 11.678
```

As for the HOMO energy (alpha / beta): -11.050 / -12.089 eV. As for the frontier orbital gap (alpha / beta): 6.94 / 7.84 eV. As for the multiplicity: 4. The calculated total energy is -1803.25349 hartree. As for the total charge: +1.

No. 3
Molecular formula: C32H93N3O13
Method: DFT, ωB97M-V/def2-TZVPD

Geometry as XYZ:
```
141
Properties=species:S:1:pos:R:3
C -1.081 0.704 -0.497
C 0.368 1.197 -0.322
C 1.236 0.445 0.654
O 1.204 -0.943 0.348
C 1.792 -1.683 1.388
N 1.066 1.322 -1.614
H -1.508 0.931 0.481
H -1.193 -0.345 -0.744
H -1.579 1.260 -1.292
H 0.306 2.217 0.082
H 0.788 0.527 1.658
H 2.244 0.861 0.756
H 2.736 -1.314 1.800
H 1.815 -2.752 1.200
H 1.108 -1.622 2.254
H 1.836 0.672 -1.673
H 0.508 1.303 -2.451
C -2.149 -4.430 -2.458
C -1.828 -3.330 -1.456
C -1.993 -3.692 0.010
O -1.142 -4.782 0.296
C -1.252 -5.304 1.603
N -0.544 -2.684 -1.761
H -3.217 -4.647 -2.429
H -1.586 -5.349 -2.293
H -1.869 -4.054 -3.443
H -2.611 -2.581 -1.637
H -3.058 -3.898 0.212
H -1.878 -2.797 0.640
H -0.762 -4.642 2.331
H -0.658 -6.219 1.612
H -2.260 -5.507 1.969
H -0.307 -1.976 -1.067
H 0.215 -3.333 -1.533
C -3.291 1.337 -3.833
C -3.642 1.640 -5.292
C -4.778 2.638 -5.300
O -5.993 2.071 -4.859
C -7.147 2.656 -5.418
N -2.449 2.117 -5.970
H -2.969 2.233 -3.297
H -2.452 0.639 -3.782
H -4.161 0.924 -3.321
H -3.998 0.717 -5.765
H -4.992 3.079 -6.285
H -4.466 3.503 -4.694
H -7.229 3.677 -5.029
H -8.007 2.083 -5.080
H -7.119 2.642 -6.512
H -2.490 2.655 -6.825
H -1.935 1.283 -6.235
C -4.828 -0.267 -0.394
C -4.632 1.043 0.349
O -3.845 0.697 1.533
H -3.923 -0.721 -0.796
H -5.500 -0.116 -1.246
H -5.309 -1.019 0.235
H -5.574 1.558 0.523
H -3.890 1.692 -0.120
H -4.496 0.607 2.243
C 3.045 3.810 -0.075
C 1.727 4.092 0.621
O 1.480 5.460 0.917
H 3.867 4.095 0.588
H 3.191 4.249 -1.061
H 3.210 2.737 -0.209
H 1.669 3.573 1.584
H 0.890 3.676 0.046
H 0.981 5.843 0.191
C 2.139 -1.204 -4.297
C 1.210 -2.223 -4.958
O -0.146 -2.013 -4.641
H 3.147 -1.358 -4.687
H 2.214 -1.392 -3.219
H 1.790 -0.182 -4.425
H 1.579 -3.249 -4.873
H 1.309 -1.980 -6.023
H -0.229 -2.061 -3.668
C 2.619 -5.455 1.685
C 2.181 -5.766 0.253
O 1.546 -4.615 -0.281
H 1.730 -5.225 2.279
H 3.156 -4.507 1.721
H 3.213 -6.274 2.089
H 1.601 -6.694 0.249
H 3.054 -5.943 -0.374
H 0.642 -4.512 0.080
C 2.744 -3.386 4.740
C 2.716 -1.889 5.092
O 1.601 -1.627 5.950
H 1.821 -3.756 4.295
H 2.951 -3.968 5.638
H 3.562 -3.538 4.027
H 2.488 -1.321 4.178
H 3.668 -1.534 5.480
H 0.836 -1.851 5.403
C 0.238 3.108 -4.212
C 1.611 3.495 -3.711
O 1.593 4.904 -3.392
H -0.240 3.779 -4.928
H -0.441 3.064 -3.359
H 0.220 2.167 -4.771
H 2.421 3.278 -4.410
H 1.796 2.978 -2.767
H 2.128 5.367 -4.039
C 2.789 3.271 2.949
C 3.806 4.385 2.636
O 4.600 3.974 1.554
H 2.143 3.011 2.106
H 2.069 3.677 3.661
H 3.328 2.387 3.287
H 4.388 4.522 3.554
H 3.216 5.277 2.388
H 5.352 4.548 1.389
C -2.338 -1.647 6.059
C -2.040 -2.178 4.660
O -0.805 -1.775 4.081
H -2.780 -2.454 6.643
H -3.092 -0.865 6.004
H -1.386 -1.344 6.493
H -2.853 -1.948 3.954
H -2.077 -3.271 4.613
H -0.913 -0.830 3.880
C -0.301 2.319 4.654
C -1.347 2.296 3.585
O -1.672 0.940 3.282
H 0.617 1.816 4.351
H -0.759 1.813 5.511
H -0.031 3.312 5.014
H -0.953 2.791 2.686
H -2.266 2.783 3.929
H -2.363 0.959 2.601
C 4.901 0.850 0.031
C 5.102 0.403 1.482
O 5.857 1.378 2.184
H 4.308 1.767 -0.027
H 4.298 0.121 -0.525
H 5.853 0.997 -0.469
H 5.717 -0.499 1.376
H 4.203 -0.008 1.951
H 5.265 2.139 2.295
```

As for the HOMO energy: -8.220 eV. As for the frontier orbital gap: 8.56 eV. The calculated total energy is -2417.03025 hartree. As for the total charge: 0.

No. 4
Molecular formula: C4H7NO
Method: DFT, ωB97M-V/def2-TZVPD

Geometry as XYZ:
```
13
Properties=species:S:1:pos:R:3
N 2.451 -0.056 0.238
C 1.187 -0.021 0.187
C 0.350 -1.136 0.750
C -1.472 -0.174 -1.100
C -0.898 0.971 -0.400
O 0.524 1.035 -0.388
H 2.840 0.784 -0.196
H 1.000 -1.949 1.055
H -0.258 -0.809 1.602
H -2.536 -0.174 -0.805
H -0.327 -1.510 -0.043
H -1.289 1.204 0.604
H -1.242 1.803 -1.049
```

As for the HOMO energy: -9.567 eV. As for the frontier orbital gap: 8.78 eV. The calculated total energy is -286.44701 hartree. As for the total charge: 0.

No. 5
Molecular formula: C6H10O
Method: DFT, ωB97M-V/def2-TZVPD

Geometry as XYZ:
```
17
Properties=species:S:1:pos:R:3
C -0.893 -1.699 1.538
C -0.558 -1.115 0.169
C -0.475 0.399 0.176
O 0.701 0.903 0.871
C 1.044 1.683 -0.269
C 1.350 0.820 -1.445
C -0.082 1.143 -1.096
H -1.914 -1.437 1.841
H -0.205 -1.316 2.299
H -0.816 -2.791 1.528
H -1.312 -1.415 -0.571
H 0.404 -1.509 -0.176
H -1.371 0.840 0.634
H 1.415 2.691 -0.110
H 1.724 1.334 -2.327
H 1.752 -0.179 -1.292
H -0.763 1.648 -1.772
```

As for the HOMO energy: -9.251 eV. As for the frontier orbital gap: 10.44 eV. The calculated total energy is -309.78053 hartree. As for the total charge: 0.

No. 6
Molecular formula: C4H8ClN2
Method: DFT, ωB97M-V/def2-TZVPD

Geometry as XYZ:
```
15
Properties=species:S:1:pos:R:3
C -2.759 -0.287 -0.723
C 1.250 -1.060 0.448
C 0.763 1.427 0.278
C 0.425 0.070 -0.278
N -0.792 -0.335 0.188
N -1.603 -0.836 -0.678
Cl -3.633 0.403 0.467
H 1.027 -2.091 0.105
H 2.301 -0.880 0.104
H 1.123 -0.624 1.464
H 0.309 2.314 -0.308
H 1.853 1.543 0.572
H 0.432 1.528 1.235
H 0.525 0.055 -1.360
H -1.222 -1.227 -1.514
```

As for the HOMO energy (alpha / beta): -14.163 / -15.318 eV. As for the frontier orbital gap (alpha / beta): 7.02 / 8.92 eV. The calculated total energy is -726.42168 hartree. As for the total charge: +1.

No. 7
Molecular formula: C20H21NO6
Method: DFT, ωB97M-V/def2-TZVPD

Geometry as XYZ:
```
48
Properties=species:S:1:pos:R:3
C 6.091 3.546 0.635
C 6.255 2.138 1.194
C 6.546 1.129 0.080
O 5.491 1.022 -0.854
C 4.362 0.343 -0.530
C 3.339 0.394 -1.481
C 2.152 -0.272 -1.274
C 1.940 -1.007 -0.111
C 2.957 -1.057 0.828
C 4.157 -0.395 0.631
H 4.919 -0.467 1.390
H 2.814 -1.623 1.737
C 0.641 -1.732 0.125
N -0.473 -0.810 0.076
C -1.593 -1.026 0.812
O -1.667 -1.916 1.639
C -2.712 -0.080 0.546
C -4.004 -0.544 0.755
C -5.119 0.254 0.528
C -4.886 1.538 0.097
C -3.588 2.018 -0.098
C -2.483 1.234 0.113
H -1.492 1.637 -0.015
O -3.645 3.324 -0.511
C -5.016 3.651 -0.573
O -5.783 2.529 -0.190
H -5.227 4.490 0.109
H -5.280 3.944 -1.602
H -6.121 -0.109 0.683
H -4.127 -1.559 1.099
H -0.524 -0.194 -0.719
H 0.627 -2.170 1.129
C 0.454 -2.878 -0.902
H 1.262 -3.598 -0.782
C -0.873 -3.541 -0.626
O -1.912 -3.232 -1.148
O -0.767 -4.502 0.288
H -1.644 -4.822 0.553
H 0.453 -2.475 -1.914
H 1.384 -0.218 -2.033
H 3.509 0.964 -2.381
H 7.398 1.473 -0.513
H 6.793 0.146 0.500
H 5.342 1.849 1.717
H 7.081 2.110 1.907
H 5.300 3.561 -0.111
H 7.013 3.881 0.165
H 5.834 4.243 1.428
```

As for the SMILES: CCCOc1ccc([C@H](CC(=O)O)NC(=O)c2ccc3c(c2)OCO3)cc1. As for the HOMO energy: -8.230 eV. As for the frontier orbital gap: 8.92 eV. The calculated total energy is -1280.94800 hartree. As for the total charge: 0.

No. 8
Molecular formula: C38H54BN6O2S4W
Method: DFT, ωB97M-V/def2-TZVPD

Geometry as XYZ:
```
106
Properties=species:S:1:pos:R:3
W 0.837 1.222 0.337
C 3.025 -3.116 -2.765
C 1.656 -3.013 -3.435
C 1.590 -1.894 -4.472
C 1.361 -4.330 -4.149
N 0.612 -2.796 -2.371
C -0.406 -3.696 -2.099
C -1.097 -3.234 -1.045
N -0.505 -2.050 -0.641
B -0.842 -1.198 0.573
N -2.222 -0.561 0.660
C -3.435 -0.962 0.149
C -4.330 -0.002 0.444
N -3.664 1.006 1.126
C -2.367 0.658 1.232
S -1.038 1.460 2.031
C -4.401 2.277 1.456
C -3.553 3.288 2.212
C -4.840 2.895 0.127
C -5.602 1.894 2.321
N -0.464 -1.810 1.910
C -1.243 -2.644 2.687
C -0.545 -2.918 3.802
N 0.673 -2.252 3.716
C 0.685 -1.552 2.558
S 1.894 -0.494 1.953
C 1.644 -2.223 4.861
C 1.504 -3.525 5.652
C 1.286 -1.017 5.727
C 3.089 -2.128 4.378
C 0.541 -1.783 -1.469
S 1.618 -0.438 -1.417
H 3.769 -3.339 -3.529
H 3.031 -3.927 -2.034
H 3.313 -2.194 -2.266
H 2.389 -2.050 -5.198
H 1.712 -0.908 -4.032
H 0.639 -1.937 -5.001
H 2.124 -4.467 -4.913
H 0.395 -4.311 -4.656
H 1.412 -5.186 -3.475
H -0.561 -4.584 -2.680
H -1.940 -3.664 -0.532
H -0.072 -0.314 0.334
H -3.566 -1.884 -0.388
H -5.378 0.051 0.222
H -2.711 3.635 1.618
H -3.181 2.894 3.156
H -4.197 4.141 2.427
H -3.970 3.085 -0.503
H -5.348 3.839 0.323
H -5.530 2.252 -0.418
H -5.274 1.432 3.253
H -6.281 1.209 1.813
H -6.164 2.795 2.564
H -2.227 -2.961 2.389
H -0.810 -3.531 4.640
H 0.549 -3.614 6.167
H 2.276 -3.542 6.419
H 1.644 -4.393 5.007
H 0.267 -1.097 6.109
H 1.369 -0.096 5.148
H 1.968 -0.956 6.576
H 3.308 -2.882 3.620
H 3.736 -2.310 5.236
H 3.327 -1.149 3.974
C 3.053 1.957 0.033
C 2.102 2.719 -0.728
C 1.266 3.427 0.221
C 1.716 3.082 1.531
C 2.837 2.226 1.409
C 3.741 1.813 2.521
C 1.201 3.669 2.805
C 0.298 4.529 -0.068
C 2.169 2.992 -2.193
C 4.210 1.174 -0.504
H 4.263 0.883 2.304
H 3.204 1.696 3.461
H 4.492 2.597 2.653
H 0.144 3.916 2.730
H 1.744 4.590 3.031
H 1.332 2.985 3.644
H -0.591 4.446 0.560
H -0.032 4.503 -1.102
H 0.765 5.498 0.127
H 1.202 3.332 -2.548
H 2.442 2.105 -2.764
H 2.903 3.776 -2.397
H 4.297 0.201 -0.019
H 5.135 1.728 -0.327
H 4.117 1.007 -1.575
O -1.503 -0.139 -7.730
C -1.460 -0.882 -6.607
O -1.435 -2.080 -6.675
C -1.368 -0.149 -5.308
C -0.778 1.102 -5.178
C -0.638 1.688 -3.927
C -1.078 1.037 -2.778
S -1.018 1.807 -1.168
C -1.720 -0.194 -2.932
C -1.845 -0.792 -4.170
H -1.612 0.795 -7.516
H -0.386 1.625 -6.043
H -0.192 2.668 -3.857
H -2.135 -0.679 -2.062
H -2.315 -1.761 -4.276
```

As for the HOMO energy: -9.212 eV. As for the frontier orbital gap: 7.03 eV. The calculated total energy is -3644.20157 hartree. As for the total charge: +1.